C17H44FN12O6PS2Si2 as an isolated structure in a non-equilibrium geometry, computed with ωB97M-V with the def2-TZVPD basis set.

Atoms and positions in Å:
C  -2.94  -1.79  -1.94
C  -2.49  -1.63  -0.35
C  -0.85  -1.82  -0.33
F  -0.29  -0.45  -0.66
Si  -0.13  -2.33  1.38
O  0.91  -1.02  1.92
Si  2.61  -1.45  1.90
C  3.59  0.25  1.83
C  2.68  1.40  2.56
C  3.35  2.93  2.48
S  1.86  4.09  2.20
C  2.45  5.82  1.73
S  3.20  6.09  0.22
N  2.24  6.90  2.81
C  0.87  7.08  3.42
C  1.22  8.30  4.49
N  2.72  8.63  4.36
C  3.38  7.77  3.30
P  3.28  -2.63  0.18
C  2.88  -4.49  0.33
C  2.74  -1.88  -1.50
H  -1.95  -1.66  -2.59
H  -3.67  -0.96  -2.30
H  -3.31  -2.89  -2.11
H  -3.06  -2.36  0.37
H  -2.73  -0.49  -0.08
H  -0.47  -2.59  -1.13
H  0.46  -3.66  1.44
H  -1.28  -2.35  2.32
H  3.04  -2.16  3.12
H  4.65  0.09  2.34
H  3.76  0.52  0.70
H  1.67  1.48  1.94
H  2.50  1.08  3.68
H  3.86  3.13  3.53
H  4.15  3.02  1.63
H  -0.16  6.54  3.24
H  0.46  8.79  5.26
H  4.49  7.71  2.92
H  3.07  -4.84  1.44
H  3.57  -5.14  -0.36
H  1.76  -4.73  0.02
H  3.29  -0.85  -1.61
H  3.19  -2.58  -2.35
H  1.59  -1.85  -1.69
C  7.36  -4.37  -1.20
O  7.49  -3.22  -1.58
N  6.26  -4.80  -0.55
N  8.29  -5.32  -1.41
H  6.14  -5.75  -0.23
H  5.54  -4.12  -0.37
H  9.13  -5.03  -1.90
H  8.20  -6.27  -1.11
C  -6.17  0.44  -3.04
O  -5.97  -0.35  -2.13
N  -5.37  1.49  -3.28
N  -7.21  0.33  -3.88
H  -5.51  2.15  -4.03
H  -4.57  1.61  -2.67
H  -7.84  -0.45  -3.74
H  -7.39  0.96  -4.64
C  -4.93  -5.39  0.11
O  -3.84  -5.82  -0.23
N  -5.40  -4.19  -0.28
N  -5.77  -6.08  0.90
H  -6.29  -3.82  -0.01
H  -4.80  -3.64  -0.88
H  -5.47  -6.99  1.22
H  -6.68  -5.75  1.19
C  -6.29  -0.39  1.88
O  -7.39  0.06  2.15
N  -5.87  -0.57  0.62
N  -5.39  -0.73  2.82
H  -4.96  -0.94  0.37
H  -6.51  -0.33  -0.12
H  -5.67  -0.61  3.79
H  -4.48  -1.10  2.62
C  2.45  5.91  -4.29
O  2.58  6.32  -5.43
N  2.58  6.72  -3.21
N  2.18  4.63  -4.00
H  2.48  6.40  -2.26
H  2.79  7.69  -3.39
H  2.08  3.99  -4.78
H  2.08  4.28  -3.06

The gap between HOMO and LUMO is 6.82 eV. For the LUMO energy, the calculation gives -1.657 eV.